No. 1
{
  "formula": "C2H2N4O",
  "method": "wB97M-V/def2-TZVPD",
  "elements": ["C", "C", "H", "H", "N", "N", "N", "N", "O"],
  "xyz": [[0.865, -0.342, 0.049], [-0.994, 0.934, 0.099], [2.320, 0.515, -0.437], [-1.615, 1.872, 0.470], [2.077, -0.421, -0.029], [0.235, 0.846, -0.074], [-1.773, -0.351, -0.128], [-1.190, -1.424, -0.117], [0.075, -1.629, 0.167]],
  "forces_ev_per_a": [[-1.60, -2.86, -0.69], [-2.71, -1.65, 0.67], [0.51, -0.87, 1.14], [1.43, -1.98, -1.42], [2.68, 0.09, -1.15], [-0.41, 2.61, 0.71], [0.05, 2.74, 0.71], [-2.70, -1.85, -0.49], [2.77, 3.78, 0.53]],
  "nbo_charge": [0.5850, 0.2769, 0.3688, 0.2280, -0.5925, -0.5036, -0.2546, 0.1881, -0.2961],
  "charge": 0,
  "orbital_gap_ev": 9.0,
  "relative_energy_ev": 2.6907,
  "homo_ev": -9.891,
  "smiles": "[H]/N=c1\\ncnno1",
  "lumo_energy_ha": -0.033,
  "fmax_ev_per_a": 4.7
}



No. 2
{
  "formula": "C2H2N4O",
  "method": "wB97M-V/def2-TZVPD",
  "elements": ["C", "C", "H", "H", "N", "N", "N", "N", "O"],
  "xyz": [[-0.935, 0.030, 0.049], [0.967, 1.125, 0.005], [-2.570, -0.937, 0.110], [1.754, 1.952, 0.291], [-2.240, 0.106, -0.143], [-0.337, 1.276, 0.041], [1.677, 0.003, -0.081], [1.257, -1.118, -0.100], [-0.234, -1.225, 0.157]],
  "forces_ev_per_a": [[-4.45, -0.94, -1.51], [-1.09, 5.20, 2.36], [0.43, 2.57, -1.26], [-2.32, -0.90, -1.09], [2.39, -4.13, 2.27], [4.48, -0.92, -0.12], [2.13, -2.65, -1.14], [-1.70, -0.70, 0.71], [0.14, 2.47, -0.22]],
  "nbo_charge": [0.5530, 0.2076, 0.3367, 0.2105, -0.5969, -0.3406, -0.2271, 0.2704, -0.4135],
  "charge": 0,
  "orbital_gap_ev": 8.2,
  "relative_energy_ev": 2.6229,
  "homo_ev": -10.158,
  "smiles": "[H]/N=c1/ncnno1",
  "lumo_energy_ha": -0.071,
  "fmax_ev_per_a": 5.8
}



No. 3
{
  "formula": "C2H2N4O2",
  "method": "wB97M-V/def2-TZVPD",
  "elements": ["C", "C", "H", "H", "N", "N", "N", "N", "O", "O"],
  "xyz": [[2.584, -0.055, 0.100], [-0.915, 0.665, -0.025], [3.670, 0.412, -0.094], [2.425, -1.109, 0.353], [1.569, 0.695, -0.093], [0.321, 0.120, -0.023], [-1.194, -1.488, 0.036], [-1.814, -0.462, 0.015], [0.229, -1.192, -0.081], [-1.264, 1.816, 0.048]],
  "forces_ev_per_a": [[1.21, 0.60, -0.69], [-0.86, 2.57, 0.51], [-2.82, -1.07, 0.73], [0.60, 0.25, -0.12], [-0.18, 0.53, -0.12], [1.11, 1.08, -0.14], [1.17, -1.10, -0.50], [-0.35, 0.83, 0.16], [-0.29, -3.01, 0.47], [0.40, -0.67, -0.29]],
  "nbo_charge": [-0.1001, 0.6589, 0.2223, 0.1929, -0.2113, -0.0167, 0.1983, -0.1815, -0.2285, -0.5345],
  "charge": 0,
  "orbital_gap_ev": 9.3,
  "relative_energy_ev": 6.1659,
  "homo_ev": -9.895,
  "smiles": "C=Nn1onnc1=O",
  "lumo_energy_ha": -0.023,
  "fmax_ev_per_a": 3.1
}